Entry 1:
A gas-phase ion, C8H16N5O (charge +1) at a distorted geometry, computed with ωB97M-V/def2-TZVPD.

Values from the calculation:
Net charge: +1
Kohn-Sham gap: 8.12 eV
Calculated total energy: -18046.5718 eV
LUMO energy: -0.166 Eh
ΔE to the lowest compared entry with this formula, charge and spin: 0.0 kJ/mol

Geometry (Å):
N (1.6006, -0.5542, 1.7006)
C (2.0906, -0.6691, 0.3426)
N (2.5240, -2.0639, 0.0976)
N (3.1986, 0.2721, 0.1589)
C (0.9449, -0.4270, -0.6328)
C (0.0415, 0.7035, -0.2450)
C (0.5672, 1.7872, 0.4903)
N (-0.1012, 2.8443, 0.8897)
N (-1.3810, 2.8231, 0.5419)
C (-1.9901, 1.8606, -0.1197)
C (-1.3065, 0.7263, -0.5565)
C (-1.9964, -0.3784, -1.2966)
C (-2.6545, -1.3617, -0.3070)
O (-3.4101, -0.7281, 0.7179)
H (1.0362, -1.3679, 1.9205)
H (2.4011, -0.6109, 2.3202)
H (3.3568, -2.2697, 0.6369)
H (2.7603, -2.2048, -0.8789)
H (3.0315, 0.9479, -0.5692)
H (4.0649, -0.2061, -0.0170)
H (1.3234, -0.2839, -1.6419)
H (0.3555, -1.3360, -0.6491)
H (1.6027, 1.7594, 0.7826)
H (-1.9123, 3.6392, 0.8195)
H (-3.0384, 1.9898, -0.3261)
H (-2.7154, 0.0365, -1.9974)
H (-1.2498, -0.9348, -1.8434)
H (-3.3214, -2.0280, -0.8456)
H (-1.8683, -1.9181, 0.1853)
H (-3.9543, -0.0472, 0.3217)

Atomic forces in eV per Å
0.1 -0.1 0.2
1.0 -1.0 -0.3
-0.3 0.4 -0.1
-0.5 0.2 0.3
-0.5 0.1 0.3
0.0 0.2 0.0
0.2 0.2 0.2
-0.4 -0.4 -0.4
0.0 0.1 0.1
-0.1 -0.4 -0.3
0.4 0.3 0.0
-0.1 0.1 0.6
-0.5 0.5 -0.1
0.6 0.2 0.0
-0.1 0.0 -0.1
0.0 0.3 0.1
0.0 -0.1 0.1
0.0 0.0 0.0
0.2 0.0 -0.2
0.2 0.0 -0.1
0.1 0.1 -0.2
0.0 -0.2 0.0
0.1 0.2 0.1
0.1 0.1 0.1
-0.2 0.3 0.0
-0.2 0.0 -0.1
0.0 -0.1 -0.5
0.2 -0.3 -0.2
0.0 -0.3 0.2
-0.5 -0.1 -0.1

=====

Entry 2:
A single C8H16NO2P molecule at a distorted geometry, computed with ωB97M-V/def2-TZVPD.

Values from the calculation:
Kohn-Sham gap (alpha / beta): 5.83 / 8.18 eV
Calculated total energy: -23423.2106 eV
LUMO energy (alpha / beta): 0.029 / -0.043 Eh
2S+1: 3
ΔE to the lowest compared entry with this formula, charge and spin: 55.6 kJ/mol

Geometry (Å):
C (-0.9982, 1.8418, 3.1240)
C (-1.3100, -0.3788, 2.8851)
C (-0.0236, 0.0189, 2.1009)
C (0.6434, -0.3996, -3.9403)
C (1.3829, 2.1099, 2.4402)
C (0.1139, -1.7244, -3.5052)
C (0.1412, -1.8247, -1.9149)
C (-0.8727, -0.7544, -1.3611)
N (0.1701, 1.4042, 2.6131)
O (-1.1770, 2.8703, 3.6947)
O (-1.9280, 0.8633, 3.1731)
P (-0.3075, 0.0689, 0.1239)
H (-2.0530, -1.1648, 2.4620)
H (-0.9418, -0.7971, 3.8542)
H (0.9605, -0.5038, 2.3489)
H (1.6509, -0.2792, -4.0445)
H (0.3003, -0.3401, -5.1351)
H (0.2123, 0.4086, -3.3739)
H (1.2304, 3.1647, 2.3452)
H (2.1156, 1.8109, 3.2157)
H (1.9302, 1.7818, 1.5365)
H (-0.9503, -1.9294, -3.7609)
H (0.6420, -2.6030, -3.9999)
H (0.0001, -2.8137, -1.5316)
H (1.1055, -1.6781, -1.6417)
H (-1.9263, -0.9779, -1.4887)
H (-1.0050, 1.3179, 0.0926)
H (0.8941, 0.5079, -0.3121)

Atomic forces in eV per Å
0.7 0.2 1.7
0.7 -1.6 0.3
1.5 1.6 0.9
-3.7 -0.2 -4.3
1.6 -0.8 -0.2
-0.4 -2.6 1.4
-3.2 1.5 -2.3
1.0 -2.3 -1.8
-1.4 -2.4 -1.0
-0.4 1.8 0.0
-0.5 -0.6 -0.8
-1.2 -0.8 1.5
1.4 1.7 0.2
-0.4 0.1 -0.5
-1.6 -0.1 -0.6
2.9 -0.1 0.4
0.6 0.4 3.0
-0.2 0.4 0.0
-0.1 0.6 0.4
-0.4 0.7 0.1
-0.7 0.1 -0.1
0.6 0.7 -0.2
-0.2 1.1 0.7
-1.0 -0.8 0.1
3.1 1.3 1.1
0.0 0.3 -0.2
0.0 -0.6 0.2
1.3 0.3 -0.2

=====

Entry 3:
2 unconnected molecules or ions with the total composition C8H16NP at a distorted geometry, computed with ωB97M-V/def2-TZVPD.

Values from the calculation:
Kohn-Sham gap: 8.48 eV
Calculated total energy: -19329.8758 eV
LUMO energy: 0.020 Eh
ΔE to the lowest compared entry with this formula, charge and spin: 277.4 kJ/mol

Geometry (Å):
C (1.4948, -0.9693, -0.1346)
C (-2.6382, -1.6330, 0.7013)
C (2.3895, 2.7453, 0.2593)
C (0.6806, 1.7622, 1.7180)
C (-1.4559, -1.8992, -0.2308)
C (-1.2401, -0.7234, -1.1788)
C (-0.0834, -0.9656, -2.1300)
C (0.9870, 2.2197, 0.5123)
N (1.8582, -1.2700, 0.9734)
P (1.5571, -0.2035, -1.5876)
H (-3.0148, -2.5209, 0.9864)
H (-2.3336, -1.0954, 1.5299)
H (-3.4608, -1.0757, 0.3238)
H (2.8966, 2.2273, 1.0715)
H (2.6104, 2.4618, -0.8228)
H (2.3120, 3.8049, 0.2665)
H (1.7986, -0.7013, 1.8173)
H (-0.2685, 1.5820, 1.9785)
H (1.5416, 1.5837, 2.5131)
H (-1.7919, -2.7573, -0.7609)
H (-0.5493, -1.9264, 0.3358)
H (-2.1210, -0.6385, -1.6914)
H (-1.3251, 0.2276, -0.6521)
H (0.0470, -2.1102, -2.2206)
H (-0.0850, -0.6782, -3.2636)
H (0.1941, 2.5535, -0.3141)

Atomic forces in eV per Å
1.8 1.1 1.3
1.4 1.5 -1.4
-1.7 -2.2 -1.9
4.3 0.1 0.2
-1.1 2.2 0.2
0.3 -0.2 0.1
1.2 -1.1 -2.3
-1.1 2.1 -1.3
0.2 -0.8 0.3
-0.8 -0.9 -0.8
-1.3 -3.1 1.4
0.7 1.0 2.0
-0.6 0.5 -1.1
1.2 0.7 -0.5
0.6 0.1 1.6
0.5 1.0 0.5
-0.5 0.0 -0.3
-3.4 -0.9 1.2
-1.9 0.4 -1.7
0.9 -1.0 -0.7
0.3 -1.2 0.4
-2.4 -0.1 -2.0
1.2 0.1 0.3
0.0 1.7 0.2
-1.0 0.0 2.0
1.5 -1.2 2.1

=====

Entry 4:
A molecular structure, C8H16O at a distorted geometry, computed with ωB97M-V/def2-TZVPD.

Values from the calculation:
Kohn-Sham gap (alpha / beta): 7.84 / 7.84 eV
Calculated total energy: -10599.0223 eV
LUMO energy (alpha / beta): -0.017 / -0.017 Eh
ΔE to the lowest compared entry with this formula, charge and spin: 383.0 kJ/mol

Geometry (Å):
C (-0.9587, 0.5063, 1.0104)
C (-1.1453, 2.0020, 0.8013)
C (-1.4020, 0.0229, 2.3759)
C (0.2133, -0.2869, 0.3064)
C (1.2286, 0.4402, 0.9399)
H (-1.6925, 0.0620, -0.0331)
H (0.1642, -1.3363, 0.5955)
H (-0.7810, 2.3144, -0.1772)
H (-2.4878, 0.1358, 2.4463)
H (-1.1683, -1.0302, 2.5324)
H (-2.2162, 2.2179, 0.8250)
H (-0.6804, 2.6095, 1.5809)
H (-0.9693, 0.5967, 3.1995)
H (1.9005, -0.0096, 1.6617)
H (1.4290, 1.4678, 0.6653)
C (0.5037, -1.3499, -2.0143)
C (2.0277, -1.2783, -1.9719)
C (-0.1950, -0.1978, -1.2764)
O (-1.5406, -0.2789, -1.2766)
H (0.1962, 0.7688, -1.6497)
H (0.1593, -1.3094, -3.0503)
H (0.1414, -2.2951, -1.6008)
H (2.3874, -0.3247, -2.3669)
H (2.4153, -1.3694, -0.9550)
H (2.4704, -2.0778, -2.5683)

Atomic forces in eV per Å
0.8 0.3 1.0
0.1 -0.1 -0.1
0.1 0.1 0.0
0.0 0.1 -1.2
-0.7 -0.1 -0.1
0.3 -0.6 -1.4
0.0 0.0 0.1
0.0 0.0 0.0
0.0 0.0 0.0
0.0 0.0 0.0
0.0 0.0 0.0
0.0 0.0 0.0
0.0 0.0 0.0
-0.2 0.0 0.2
-0.1 0.0 0.0
-0.1 0.2 0.0
-0.1 0.1 0.0
0.4 -0.2 0.8
-0.3 0.4 0.9
0.0 0.0 0.0
0.0 0.0 0.0
0.0 0.0 0.0
0.0 0.0 0.0
0.0 -0.1 0.0
0.0 0.0 0.0

=====

The highest ΔE to the lowest compared entry with this formula, charge and spin belongs to which entry? C8H16O